{"formula": "C5H13N3", "method": "ωB97M-V with the def2-TZVPD basis set", "species": ["C", "C", "N", "C", "C", "N", "C", "N", "H", "H", "H", "H", "H", "H", "H", "H", "H", "H", "H", "H", "H"], "coordinates": [[1.19516, 1.29973, -1.11908], [0.27576, 0.63979, -0.43219], [0.67395, -0.75338, 0.21782], [1.83617, -0.87546, 1.05362], [0.27275, -1.95226, -0.46704], [-0.82108, 0.99711, 0.26532], [-1.90853, 0.11305, 0.62189], [-1.29606, 2.30330, -0.52930], [2.14533, 0.84284, -1.32681], [0.97775, 2.27488, -1.51322], [2.05627, 0.08158, 1.52261], [1.64373, -1.61890, 1.83508], [2.71446, -1.20848, 0.48100], [0.05308, -2.74679, 0.25530], [-0.61688, -1.77322, -1.06903], [1.06944, -2.30580, -1.13986], [-1.50860, -0.69944, 1.22422], [-2.43681, -0.29554, -0.24938], [-2.61617, 0.67038, 1.23984], [-1.58587, 2.94329, 0.20800], [-2.12385, 2.06332, -1.07879]], "atomic_forces_ev_per_a": [[-0.50, 0.33, -0.62], [3.21, -4.97, 2.74], [-1.31, 2.23, -0.98], [-0.01, 0.19, -0.51], [0.44, 0.28, -0.21], [-2.43, 4.48, -2.11], [-0.09, -0.09, -0.03], [0.25, -1.86, 1.83], [0.04, -0.23, -0.09], [0.10, 0.21, 0.01], [0.04, -0.02, 0.02], [0.05, 0.02, 0.01], [0.20, 0.03, 0.11], [0.00, -0.02, -0.04], [-0.03, -0.02, 0.01], [-0.10, -0.21, -0.09], [-0.02, -0.01, -0.11], [-0.01, -0.02, 0.04], [0.09, 0.03, -0.14], [-0.06, -0.16, -0.12], [0.13, -0.19, 0.26]], "lowdin_charge": [0.045, -0.348, -0.248, -0.115, -0.123, -0.132, -0.089, 0.075, 0.053, 0.037, 0.085, 0.078, 0.074, 0.080, 0.073, 0.079, 0.081, 0.081, 0.082, 0.066, 0.065], "relative_energy_kj_mol": 334.5, "gap_ev": 8.78, "largest_force_ev_per_a": 6.525, "energy_ha": -362.45488, "e_lumo_ev": 0.890, "smiles": "C=C(N(C)C)N(C)N"}